Here is a cluster of 2 separate species, C3H4Cl2S in total at a distorted geometry from the OMol25 dataset. Energies are from the ωB97M-V functional and the def2-TZVPD basis.

Output
DFT total energy = -39052.4263 eV
SMILES = S=C(Cl)Cl.C=C
gap between HOMO and LUMO = 8.741 eV
2S+1 = 1
energy relative to the best compared isomer or geometry (same formula, charge and spin) = 2.9515 eV
molar mass = 143.0 g mol⁻¹

Geometry as XYZ:
```
10
C3H4Cl2S, DFT the ωB97M-V functional and the def2-TZVPD basis
C -1.9611 0.0803 -0.3073
C -0.9824 0.1787 0.5059
C 2.3038 -0.0463 -0.2962
S 1.5175 1.1091 -1.0629
Cl 2.6472 -1.5951 -1.1853
Cl 2.6483 -0.2059 1.3615
H -2.5776 0.8917 -0.0638
H -2.4304 -0.8171 -0.7458
H -0.1571 -0.3997 0.6423
H -1.0081 0.8042 1.1517
```

natural (NBO) atomic charge list, values in e, 8 entries: atom 1 (C): -0.388, atom 2 (C): -0.324, atom 3 (C): -0.314, atom 4 (S): 0.211, atom 5 (Cl): -0.003, atom 6 (Cl): 0.108, atom 7 (H): 0.184, atom 8 (H): 0.209



Here is the ion C19H21N3O3 with charge +2 from the OMol25 dataset. Energies are from the ωB97M-V functional and the def2-TZVPD basis.

Output
DFT total energy = -30640.1894 eV
gap between HOMO and LUMO = 7.370 eV
2S+1 = 1
charge = +2
molar mass = 339.4 g mol⁻¹

Geometry as XYZ:
```
46
C19H21N3O3, DFT the ωB97M-V functional and the def2-TZVPD basis
O 1.5563 3.0636 -6.5392
C 0.8254 2.7505 -5.3741
C -0.5938 2.2536 -5.6528
O -0.8280 1.0462 -4.9027
C -1.9069 0.2848 -5.3550
O -2.4591 -0.3573 -4.2168
C -1.8864 -1.5485 -3.8485
N -1.4069 -1.3959 -2.4347
C -0.4509 -0.4814 -2.1988
C -0.0055 -0.2638 -0.9196
C -0.5535 -1.0013 0.1318
C -0.0820 -0.7713 1.5287
C -0.5647 0.3022 2.2737
C -0.0997 0.4966 3.5473
N 0.8179 -0.3296 4.0767
C 1.3186 -0.0757 5.4210
C 0.9630 -0.9101 6.4714
C 1.4892 -0.6010 7.7130
C 2.3260 0.5081 7.8323
N 2.6576 1.2931 6.8096
C 2.1639 1.0065 5.6154
C 1.2995 -1.3742 3.3774
C 0.8636 -1.6204 2.1056
C -1.5422 -1.9434 -0.1469
C -1.9550 -2.1134 -1.4442
H 1.5672 2.3045 -7.1312
H 1.3492 1.9997 -4.7709
H 0.7940 3.6720 -4.7957
H -1.3332 2.9928 -5.3393
H -0.7064 2.0688 -6.7225
H -1.5684 -0.4719 -6.0724
H -2.6965 0.8838 -5.8061
H -1.0130 -1.8071 -4.4514
H -2.5900 -2.3817 -3.8580
H -0.0854 0.0779 -3.0516
H 0.7593 0.4815 -0.7482
H -1.3006 0.9866 1.8764
H -0.4459 1.3118 4.1673
H 0.2985 -1.7532 6.3270
H 1.2584 -1.2012 8.5810
H 2.7416 0.7692 8.7973
H 2.4457 1.6455 4.7845
H 2.0415 -1.9840 3.8714
H 1.2626 -2.4583 1.5521
H -1.9968 -2.5355 0.6350
H -2.7282 -2.8191 -1.7155
```

natural (NBO) atomic charge list, values in e, 8 entries: atom 1 (O): -0.688, atom 2 (C): -0.080, atom 3 (C): -0.101, atom 4 (O): -0.578, atom 5 (C): 0.234, atom 6 (O): -0.509, atom 7 (C): 0.113, atom 8 (N): -0.267



Here is the molecule C3N2O at a distorted geometry from the OMol25 dataset. Energies are from the ωB97M-V functional and the def2-TZVPD basis.

Output
DFT total energy = -8132.0515 eV
gap between HOMO and LUMO (spin up / spin down) = 7.297 / 8.118 eV
2S+1 = 1
energy relative to the best compared isomer or geometry (same formula, charge and spin) = 4.6061 eV
molar mass = 80.0 g mol⁻¹

Geometry as XYZ:
```
6
C3N2O, DFT the ωB97M-V functional and the def2-TZVPD basis
O 0.8769 -0.3452 0.7313
C 0.2121 -0.1819 -0.4082
C 0.7997 1.0472 0.4751
N 0.8775 2.1772 0.7853
C -0.9247 -1.0337 -0.6251
N -1.8415 -1.6636 -0.9585
```

And the natural (NBO) charges, in e, turn out to be: atom 1 (O): -0.357, atom 2 (C): 0.291, atom 3 (C): 0.366, atom 4 (N): -0.258, atom 5 (C): 0.123, atom 6 (N): -0.165



Here is a structure of composition C33H37BN10O4Y from the OMol25 dataset. Energies are from the ωB97M-V functional and the def2-TZVPD basis.

Output
DFT total energy = -59638.6280 eV
gap between HOMO and LUMO = 6.608 eV
2S+1 = 1
energy relative to the best compared isomer or geometry (same formula, charge and spin) = 1.5953 eV
charge = -1
molar mass = 737.4 g mol⁻¹

Geometry as XYZ:
```
86
C33H37BN10O4Y, DFT the ωB97M-V functional and the def2-TZVPD basis
Y 0.6048 0.1310 0.1679
C -3.5075 -1.0134 0.7982
C -3.3660 -1.9091 -0.4346
C -1.9224 -1.9831 -0.9628
N -1.3601 -0.6464 -1.0073
C -1.8606 0.1959 -1.8940
C -2.4305 -0.1934 -3.1234
C -3.0969 0.5194 -4.1006
C -3.6792 1.7693 -4.0157
C -3.5860 2.6263 -2.9246
C -2.7010 2.5694 -1.8788
C -1.6636 1.6353 -1.5834
N -0.5614 1.9482 -0.9569
C -0.1995 3.3499 -0.8885
C -0.2080 3.9151 0.5319
C 0.8970 3.2723 1.3833
N 0.5274 1.9111 1.7320
C -0.1266 1.7130 2.8649
C -0.5794 2.7349 3.7267
C -0.9745 2.6946 5.0559
C -0.8776 1.6594 5.9620
C -0.4313 0.3649 5.6733
C -0.2817 -0.2237 4.4507
C -0.4966 0.3028 3.1395
N -0.9103 -0.3836 2.1069
C -1.5163 -1.6853 2.3184
C -3.0394 -1.6299 2.1146
H -2.9346 -0.0986 0.6363
H -4.5646 -0.7490 0.9004
H -3.7312 -2.9160 -0.2193
H -3.9913 -1.4920 -1.2280
H -1.3209 -2.6000 -0.2921
H -1.9352 -2.4829 -1.9458
H -2.1939 -1.2131 -3.4102
H -3.2572 -0.0127 -5.0335
H -4.2813 2.0960 -4.8540
H -4.2480 3.4854 -2.9366
H -2.7765 3.3757 -1.1578
H 0.8182 3.4320 -1.2889
H -0.8494 3.9637 -1.5296
H -0.0711 4.9991 0.4869
H -1.1779 3.7090 0.9900
H 1.8278 3.2490 0.8007
H 1.0900 3.8820 2.2789
H -0.6648 3.7167 3.2750
H -1.3217 3.6462 5.4556
H -1.1285 1.8794 6.9946
H -0.2456 -0.2686 6.5345
H 0.0596 -1.2503 4.4555
H -1.0755 -2.4060 1.6272
H -1.3444 -2.0713 3.3293
H -3.4367 -2.6432 2.2123
H -3.4511 -1.0353 2.9329
B 3.7598 -0.4890 -2.1753
N 3.9433 0.1607 -0.7895
C 5.1323 0.3496 -0.2176
C 4.9383 0.8580 1.0538
C 3.5566 0.9521 1.1709
N 2.9669 0.5293 0.0463
N 2.6621 0.2586 -2.9463
C 2.8529 0.8870 -4.1094
C 1.6526 1.4254 -4.5235
C 0.7631 1.0606 -3.5186
N 1.3817 0.3589 -2.5662
H 4.7808 -0.3504 -2.7751
H 3.4781 -1.6454 -2.0641
H 6.0365 0.1202 -0.7442
H 5.6804 1.1028 1.7890
H 2.9700 1.2932 2.0080
H 3.8110 0.9012 -4.5859
H 1.4534 1.9984 -5.4083
H -0.2845 1.2765 -3.4782
O 1.3278 -6.5431 0.0956
C 2.2559 -5.5531 0.1882
O 3.3244 -5.7592 0.6769
C 1.8195 -4.2878 -0.4435
C 1.5616 -4.0712 -1.7840
N 1.1737 -2.7900 -1.9092
N 1.1750 -2.1649 -0.7350
C 1.5633 -3.0421 0.1729
C 1.5710 -2.6142 1.6496
O 1.4676 -3.4927 2.4938
O 1.6345 -1.3664 1.7956
H 0.4920 -6.2165 -0.2614
H 1.6618 -4.7273 -2.6262
H 0.9893 -2.2594 -2.7490
```

Mulliken atomic charge list, values in e, 8 entries: atom 1 (Y): -0.974, atom 2 (C): -0.168, atom 3 (C): -1.041, atom 4 (C): -1.456, atom 5 (N): 1.878, atom 6 (C): 0.420, atom 7 (C): -0.561, atom 8 (C): -0.751



Here is a cluster of 7 separate species, C31H50F3N5O19P in total at a distorted geometry from the OMol25 dataset. Energies are from the ωB97M-V functional and the def2-TZVPD basis.

Output
DFT total energy = -96746.9722 eV
gap between HOMO and LUMO = 8.212 eV
2S+1 = 1
charge = +1
molar mass = 884.7 g mol⁻¹

Geometry as XYZ:
```
109
C31H50F3N5O19P, DFT the ωB97M-V functional and the def2-TZVPD basis
C -2.4850 0.9857 2.2778
C -2.0915 2.3749 1.8098
O -2.9203 3.1877 1.4689
N -0.6906 2.7143 1.8144
C 0.1155 1.9052 0.9106
C 0.3783 2.6750 -0.3809
C 1.2505 1.8257 -1.3244
C 0.6451 1.6190 -2.7244
C 0.7690 0.2201 -3.3268
C 2.1110 -0.0283 -4.0101
C 3.3158 0.3931 -3.1792
C 4.6188 -0.0540 -3.8065
F 5.6230 0.8291 -3.5093
F 4.5369 -0.1219 -5.1700
F 5.0034 -1.2733 -3.3477
C 0.4582 -0.9244 -2.3683
C -0.9899 -0.9492 -1.9462
P -1.3504 -2.3560 -0.7910
N -0.0962 -3.2804 -0.5211
N -1.7852 -1.1223 -3.2309
C -1.5395 -0.0543 -4.0470
N -2.5405 0.7215 -4.4173
N -0.2676 0.1247 -4.4487
H -2.8676 1.0734 3.2855
H -1.6350 0.3187 2.2496
H -3.2422 0.6049 1.6054
H -0.3271 2.7272 2.7562
H 1.0633 1.6216 1.3493
H -0.3888 0.9691 0.6340
H -0.5541 2.9642 -0.8549
H 0.9395 3.5413 -0.0785
H 2.1831 2.3616 -1.4442
H 1.5094 0.8992 -0.8218
H -0.3849 1.9650 -2.7037
H 1.1654 2.2928 -3.4025
H 2.1322 0.4313 -4.9908
H 2.1879 -1.0972 -4.1896
H 3.3457 1.4742 -3.1261
H 3.2631 0.0167 -2.1662
H 0.6405 -1.8519 -2.8991
H 1.0948 -0.9627 -1.4950
H -1.3456 -0.0266 -1.4861
H -2.3990 -3.0959 -1.3783
H -1.7811 -1.7832 0.4050
H 0.1098 -3.2366 0.4686
H -2.7825 -1.2043 -3.0642
H -3.3715 0.7466 -3.8485
H -2.5244 1.3384 -5.2116
H -0.1981 0.9369 -5.0488
C -3.2304 -3.9265 4.5184
C -1.7866 -3.4859 4.4085
O -1.7567 -2.8683 3.1047
C -3.0147 -2.4823 2.8075
O -3.2946 -1.7868 1.8727
O -3.8969 -2.9647 3.6806
H -3.6162 -3.8769 5.5308
H -3.4081 -4.9219 4.1122
H -1.5205 -2.7349 5.1525
H -1.0784 -4.3088 4.4582
C 6.1706 3.1139 0.5411
C 6.0559 4.5739 0.1664
O 4.6448 4.7216 -0.0697
C 4.0059 3.7535 0.6147
O 2.8240 3.6982 0.7605
O 4.8755 2.8519 1.1106
H 6.9589 2.9178 1.2630
H 6.3083 2.4666 -0.3272
H 6.3479 5.2346 0.9816
H 6.6208 4.8331 -0.7245
C 9.8741 6.9948 3.6137
C 8.3669 6.9830 3.4555
O 8.1654 5.8387 2.6146
C 9.2266 5.0084 2.7628
O 9.2702 3.9066 2.3254
O 10.2068 5.6078 3.4665
H 10.2030 7.3636 4.5808
H 10.3735 7.5596 2.8253
H 7.8466 6.8200 4.4002
H 7.9759 7.8791 2.9817
C -0.7603 -7.5221 1.3234
C -1.3680 -6.1546 1.0944
O -2.6189 -6.2569 1.7865
C -2.5005 -7.2215 2.7335
O -3.2942 -7.4139 3.5923
O -1.3459 -7.9049 2.5751
H 0.3230 -7.5042 1.3999
H -1.0532 -8.2447 0.5605
H -0.7852 -5.3517 1.5484
H -1.5264 -5.9224 0.0457
C -7.0443 -2.2589 5.6840
C -7.3291 -0.7938 5.9474
O -6.1881 -0.3944 6.7178
C -5.1754 -1.2419 6.4406
O -4.0467 -1.0929 6.7788
O -5.6128 -2.2924 5.7134
H -7.4138 -2.6036 4.7221
H -7.4271 -2.9108 6.4706
H -7.3550 -0.2025 5.0308
H -8.2446 -0.6258 6.5072
C -5.0409 -1.5934 -7.7200
C -4.0524 -0.5210 -8.1276
O -4.3970 0.5586 -7.2415
C -5.0132 0.0346 -6.1597
O -5.2685 0.6487 -5.1716
O -5.2821 -1.2693 -6.3404
H -4.6465 -2.6009 -7.8109
H -5.9832 -1.5262 -8.2634
H -3.0177 -0.8132 -7.9390
H -4.1522 -0.2098 -9.1628
```

Mulliken atomic charge list, values in e, 8 entries: atom 1 (C): -0.683, atom 2 (C): 0.227, atom 3 (O): -0.527, atom 4 (N): -0.302, atom 5 (C): -0.148, atom 6 (C): -1.355, atom 7 (C): 0.018, atom 8 (C): -1.932



Here is a structure of composition C22H25O3Pb at a distorted geometry from the OMol25 dataset. Energies are from the ωB97M-V functional and the def2-TZVPD basis.

Output
DFT total energy = -34604.9740 eV
gap between HOMO and LUMO (spin up / spin down) = 6.664 / 6.277 eV
2S+1 = 1
charge = -1
molar mass = 544.6 g mol⁻¹

Geometry as XYZ:
```
51
C22H25O3Pb, DFT the ωB97M-V functional and the def2-TZVPD basis
Pb 0.0556 0.1036 -0.4399
C -0.9220 2.0287 -1.8564
C 0.0109 2.5905 -0.8906
C 1.3443 2.0954 -1.2073
H -0.2427 3.1992 -0.0019
C 1.2369 1.2659 -2.4009
C -0.1597 1.2235 -2.7985
H -0.5726 0.6636 -3.6622
H -2.0291 2.1358 -1.8279
H 2.2647 2.3051 -0.6265
H 2.0753 0.7537 -2.9107
C -2.1698 -1.1425 -0.1548
C -2.0373 -0.9632 -1.5856
C -0.9037 -1.7533 -2.0386
H -2.6972 -0.3352 -2.2183
C -0.3170 -2.3913 -0.8789
C -1.0829 -2.0000 0.2985
H -0.8600 -2.2812 1.3506
H -2.8997 -0.6271 0.5012
H -0.5020 -1.8217 -3.0738
H 0.5666 -3.0579 -0.8867
O 2.0713 -0.5555 -0.2807
C 3.4014 -2.9354 -1.0619
C 3.6586 -2.0928 0.1140
C 3.7330 -2.4467 -2.4072
C 2.9984 -4.3364 -0.8508
C 2.3883 -1.4570 0.7540
H 4.2988 -1.2450 -0.1789
H 4.0904 -2.6821 0.9291
H 1.6034 -2.2456 0.9979
H 2.6165 -0.8437 1.6635
H 4.8022 -2.6155 -2.6189
H 3.5369 -1.3708 -2.5054
H 3.1713 -2.9827 -3.1833
H 3.8841 -4.9772 -0.7060
H 2.4635 -4.7422 -1.7185
H 2.3659 -4.4642 0.0394
O -0.4866 0.7009 3.0207
C -1.2404 1.3019 2.2289
O -1.3138 1.2059 0.9308
C -2.3355 2.2601 2.5637
C -3.1764 2.7821 1.5388
C -4.1473 3.7201 1.8688
C -4.2992 4.1380 3.2039
C -3.4659 3.6077 4.1985
C -2.4868 2.6702 3.8755
H -3.0440 2.4572 0.5018
H -4.7893 4.1233 1.0834
H -5.0662 4.8738 3.4610
H -3.5734 3.9242 5.2335
H -1.8175 2.2359 4.6135
```

natural (NBO) atomic charge list, values in e, 8 entries: atom 1 (Pb): 1.704, atom 2 (C): -0.387, atom 3 (C): -0.325, atom 4 (C): -0.388, atom 5 (H): 0.237, atom 6 (C): -0.371, atom 7 (C): -0.332, atom 8 (H): 0.222



> 2S+1 of number 6 (C22H25O3Pb)?

1



> Number 3 is which compound?

C3N2O